Record 1
C25H51BrN2O5Si2 | ωB97M-V with the def2-TZVPD basis set

The value obtained for the gap between HOMO and LUMO (alpha / beta) is 8.999 / 9.126 eV. The calculation puts the HOMO energy (alpha / beta) at -9.192 / -9.765 eV. As for the energy: -4621.63072 Ha. As for the spin multiplicity: 3.

The geometry in XYZ format:
```
86
C25H51BrN2O5Si2 (ωB97M-V with the def2-TZVPD basis set)
C -0.36 -3.36 -2.02
C 0.41 -4.21 -3.23
C 1.07 -5.64 -2.66
Si -0.36 -6.93 -2.31
O -1.85 -6.11 -2.77
Si -3.11 -6.28 -1.55
C -2.87 -5.19 0.03
C -1.68 -5.70 1.04
O -1.83 -6.57 2.06
C -4.75 -5.61 -2.40
C -5.06 -6.45 -3.78
O -4.17 -6.61 -4.78
Br -6.89 -7.26 -4.03
H -1.52 -3.58 -2.19
H -0.12 -3.80 -0.95
H -0.23 -2.20 -2.11
H 1.25 -3.51 -3.66
H -0.35 -4.40 -4.11
H 1.76 -5.46 -1.71
H 1.69 -6.08 -3.58
H -0.11 -8.11 -3.15
H -0.39 -7.28 -0.87
H -3.24 -7.70 -1.21
H -2.76 -4.05 -0.27
H -3.89 -5.28 0.64
H -0.59 -5.23 0.88
H -4.47 -4.50 -2.74
H -5.65 -5.54 -1.65
C -1.22 3.71 -0.08
C -1.79 2.57 -0.98
C -3.32 2.75 -1.17
C -4.14 2.39 0.06
C -3.79 1.00 0.56
C -2.27 0.79 0.79
N -1.44 1.23 -0.39
O -1.59 0.26 -1.40
C -1.82 1.56 2.06
C -2.02 -0.71 1.17
C -1.09 2.81 -2.36
H -0.85 4.55 -0.67
H -1.98 4.12 0.60
H -0.37 3.36 0.52
H -3.67 2.13 -2.01
H -3.54 3.79 -1.46
H -3.98 3.13 0.86
H -5.20 2.44 -0.18
H -4.34 0.80 1.49
H -4.16 0.26 -0.17
H -0.74 1.51 2.20
H -2.28 1.13 2.96
H -2.11 2.61 2.06
H -2.39 -1.40 0.41
H -2.53 -0.96 2.10
H -0.95 -0.90 1.32
H 0.00 2.70 -2.28
H -1.30 3.82 -2.73
H -1.45 2.13 -3.14
C 2.87 4.45 0.34
C 3.52 3.07 0.65
C 2.62 2.27 1.64
C 2.68 2.80 3.07
C 4.11 2.91 3.56
C 5.03 3.72 2.61
N 4.91 3.27 1.18
O 5.60 2.05 1.06
C 4.68 5.23 2.72
C 6.49 3.65 3.14
C 3.50 2.33 -0.73
H 2.24 4.41 -0.56
H 2.22 4.80 1.15
H 3.63 5.22 0.15
H 2.92 1.22 1.65
H 1.58 2.28 1.29
H 2.18 3.77 3.14
H 2.11 2.13 3.73
H 4.12 3.36 4.56
H 4.51 1.89 3.69
H 5.24 5.82 1.99
H 4.92 5.62 3.71
H 3.62 5.45 2.58
H 6.86 2.62 3.24
H 6.57 4.10 4.14
H 7.18 4.20 2.49
H 4.12 2.86 -1.47
H 2.48 2.27 -1.12
H 3.86 1.30 -0.66
```

Löwdin atomic charge list, values in e, 8 entries: C -0.132; C -0.291; C -0.321; Si 0.578; O -0.447; Si 0.527; C -0.241; C -0.209



Record 2
C37H36BrN8O2SV | ωB97M-V with the def2-TZVPD basis set

The value obtained for the gap between HOMO and LUMO (alpha / beta) is 4.196 / 4.194 eV. The calculation puts the HOMO energy (alpha / beta) at -1.785 / -1.784 eV. As for the net charge: -1. As for the energy: -5936.35892 Ha. As for the spin multiplicity: 2.

The geometry in XYZ format:
```
86
C37H36BrN8O2SV (ωB97M-V with the def2-TZVPD basis set)
V 1.18 -0.38 -0.79
C 1.04 0.66 3.99
C 1.22 2.07 3.88
C 1.59 2.59 2.67
C 1.79 1.78 1.53
N 1.86 0.37 1.76
C 1.40 -0.12 2.94
C 1.80 2.26 0.21
C 1.86 3.64 -0.13
C 2.05 4.03 -1.45
C 2.31 3.07 -2.42
C 2.22 1.72 -2.05
N 1.75 1.34 -0.82
C 2.71 0.60 -2.77
C 3.50 0.64 -3.93
C 4.18 -0.49 -4.32
C 4.06 -1.66 -3.55
C 3.22 -1.64 -2.45
N 2.52 -0.57 -2.07
H 0.66 0.22 4.90
H 1.06 2.71 4.74
H 1.69 3.66 2.57
H 1.37 -1.20 3.01
H 1.77 4.40 0.63
H 2.09 5.08 -1.70
H 2.59 3.35 -3.42
H 3.59 1.56 -4.47
H 4.83 -0.47 -5.19
H 4.61 -2.55 -3.81
H 3.11 -2.53 -1.84
N 0.15 -2.40 -3.37
C 0.28 -3.23 -2.35
N 0.72 -2.93 -1.17
C 0.69 -3.99 -0.31
C 0.96 -3.95 1.05
C 0.78 -5.08 1.82
C 0.35 -6.27 1.24
C 0.09 -6.35 -0.11
C 0.25 -5.21 -0.88
S -0.14 -4.97 -2.56
H 0.02 -1.38 -3.08
H -0.45 -2.70 -4.12
H 1.27 -3.01 1.48
H 0.95 -5.04 2.89
H 0.21 -7.15 1.86
H -0.26 -7.27 -0.56
Br -4.68 0.10 -1.25
C -3.50 1.57 -1.46
C -3.96 2.81 -1.05
C -3.13 3.91 -1.17
C -1.85 3.77 -1.69
C -1.41 2.53 -2.09
C -2.22 1.40 -1.99
C -1.65 0.06 -2.44
O -2.42 -0.86 -2.73
O -0.39 0.03 -2.53
H -4.95 2.91 -0.64
H -3.49 4.88 -0.84
H -1.20 4.63 -1.78
H -0.42 2.39 -2.50
C 2.50 -0.45 0.80
H 3.48 -0.01 0.54
H 2.70 -1.43 1.25
C -2.13 2.34 3.14
C -1.50 2.86 1.85
N -1.15 1.76 1.00
C -1.55 0.47 1.17
N -0.99 -0.45 0.45
C -1.69 -1.71 0.47
C -2.01 -2.11 1.91
C -2.98 -1.08 2.45
N -2.60 0.25 2.02
C -3.21 1.35 2.72
H -2.55 3.16 3.73
H -1.37 1.82 3.73
H -0.60 3.45 2.07
H -2.22 3.51 1.33
H -0.37 1.86 0.37
H -1.08 -2.47 -0.01
H -2.63 -1.63 -0.09
H -1.09 -2.09 2.49
H -2.45 -3.11 1.96
H -3.00 -1.11 3.55
H -4.00 -1.30 2.09
H -3.74 0.96 3.59
H -3.95 1.86 2.08
```

Löwdin atomic charge list, values in e, 8 entries: V 0.851; C -0.133; C -0.132; C -0.077; C -0.184; N -0.115; C -0.109; C -0.256



Record 3
C35H45Cl15O30 | ωB97M-V with the def2-TZVPD basis set

The value obtained for the gap between HOMO and LUMO is 9.653 eV. The calculation puts the HOMO energy at -9.863 eV. As for the energy: -10520.59365 Ha.

The geometry in XYZ format:
```
125
C35H45Cl15O30 (ωB97M-V with the def2-TZVPD basis set)
C 11.50 -18.34 -18.29
Cl 11.83 -19.14 -19.84
Cl 12.96 -17.32 -18.07
Cl 11.43 -19.28 -16.81
H 10.56 -17.79 -18.28
C 6.61 -25.05 -25.59
Cl 8.15 -25.99 -25.36
Cl 6.90 -23.31 -25.89
Cl 5.74 -25.18 -23.96
H 5.93 -25.45 -26.34
C 4.47 -19.00 -24.46
Cl 6.05 -18.78 -25.22
Cl 3.75 -20.55 -25.07
Cl 3.45 -17.63 -24.79
H 4.70 -18.92 -23.40
C 11.11 -22.35 -27.52
Cl 12.63 -21.73 -26.95
Cl 11.20 -24.17 -27.82
Cl 10.49 -21.60 -29.05
H 10.29 -22.32 -26.80
C 9.03 -15.70 -24.78
Cl 9.99 -14.38 -24.22
Cl 8.01 -16.48 -23.51
Cl 10.21 -17.03 -24.97
H 8.43 -15.59 -25.68
C 8.46 -20.40 -23.55
C 9.32 -19.93 -22.37
O 10.38 -20.84 -22.34
C 10.09 -21.94 -23.23
O 10.89 -22.91 -23.40
O 8.93 -21.68 -23.83
H 8.52 -19.69 -24.38
H 7.40 -20.46 -23.34
H 8.68 -19.80 -21.49
H 9.62 -18.90 -22.54
C 6.94 -19.20 -18.80
C 5.96 -18.33 -17.96
O 6.83 -17.79 -16.99
C 7.74 -18.80 -16.73
O 8.31 -18.95 -15.68
O 7.74 -19.69 -17.78
H 7.53 -18.59 -19.49
H 6.37 -19.94 -19.36
H 5.17 -18.91 -17.49
H 5.41 -17.71 -18.66
C 6.39 -22.83 -19.66
C 5.09 -23.51 -19.37
O 4.23 -22.85 -20.31
C 4.98 -22.27 -21.33
O 4.54 -21.95 -22.43
O 6.21 -22.30 -20.97
H 7.17 -23.59 -19.77
H 6.69 -22.03 -18.99
H 4.58 -23.48 -18.41
H 5.24 -24.50 -19.80
C 2.08 -16.02 -20.89
C 3.10 -15.08 -21.37
O 4.29 -15.86 -21.67
C 4.10 -17.05 -21.19
O 4.97 -17.94 -21.37
O 2.89 -17.17 -20.68
H 1.35 -16.33 -21.64
H 1.52 -15.72 -20.00
H 3.24 -14.42 -20.51
H 2.83 -14.46 -22.22
C 13.79 -23.53 -22.93
C 14.46 -24.28 -21.76
O 15.82 -24.05 -22.04
C 15.94 -23.81 -23.40
O 17.01 -23.95 -24.01
O 14.75 -23.44 -23.93
H 13.47 -22.51 -22.73
H 12.94 -24.10 -23.32
H 14.34 -25.36 -21.72
H 14.02 -23.86 -20.86
C 5.09 -21.35 -28.23
C 4.29 -20.22 -28.77
O 5.40 -19.27 -29.02
C 6.43 -20.03 -29.35
O 7.50 -19.53 -29.67
O 6.29 -21.29 -28.98
H 4.70 -22.36 -28.35
H 5.25 -21.20 -27.16
H 3.56 -19.88 -28.04
H 3.72 -20.37 -29.68
C 14.15 -17.54 -21.99
C 14.25 -18.96 -22.36
O 15.28 -19.57 -21.58
C 15.70 -18.71 -20.67
O 16.55 -18.84 -19.81
O 15.13 -17.51 -20.95
H 13.15 -17.34 -21.63
H 14.44 -16.98 -22.89
H 14.65 -19.03 -23.37
H 13.31 -19.50 -22.35
C 11.60 -12.78 -18.67
C 11.93 -11.85 -19.82
O 11.28 -12.62 -20.89
C 11.22 -13.84 -20.62
O 11.00 -14.74 -21.35
O 11.39 -13.96 -19.31
H 10.76 -12.46 -18.05
H 12.43 -12.97 -17.99
H 13.00 -11.65 -19.95
H 11.42 -10.90 -19.67
C 10.26 -25.97 -21.67
C 9.09 -25.40 -20.95
O 9.64 -24.50 -20.02
C 10.75 -25.09 -19.71
O 11.53 -24.75 -18.83
O 11.05 -25.96 -20.59
H 10.33 -25.20 -22.43
H 10.09 -26.97 -22.08
H 8.33 -26.09 -20.59
H 8.54 -24.83 -21.70
C 11.27 -29.73 -24.04
C 10.68 -28.36 -24.32
O 11.86 -27.59 -24.43
C 12.88 -28.15 -23.77
O 13.91 -27.57 -23.56
O 12.43 -29.42 -23.30
H 11.69 -30.29 -24.87
H 10.56 -30.22 -23.37
H 10.15 -28.01 -23.43
H 10.09 -28.37 -25.24
```

Löwdin atomic charge list, values in e, 8 entries: C -1.471; Cl 0.596; Cl 0.505; Cl 0.585; H 0.019; C -1.365; Cl 0.496; Cl 0.571